Entry 1:
# C45H51BrN3SSb2Ti

A molecular structure, C45H51BrN3SSb2Ti (ωB97M-V with the def2-TZVPD basis set, OMol25).

## Properties
Calculated total energy in a.u.: -6211.52309
Molecular weight in g mol⁻¹: 1037.282
Frontier orbital gap (spin up / spin down) in Eh: 0.2383 / 0.2380
Charge: +1
ΔE to the lowest compared entry with this formula, charge and spin in kcal/mol: 36.4

Structure (XYZ):
```
104
Properties=species:S:1:pos:R:3:mulliken_charge:R:1
Ti 1.7767 -0.7168 0.2256 -0.912
C -0.2688 -2.7239 -4.5432 -1.468
C -0.2741 -2.7728 -3.0468 0.425
C -0.9486 -3.7662 -2.3355 -0.595
C -0.9688 -3.7901 -0.9522 -1.249
C -0.2835 -2.7792 -0.3095 0.341
Br -0.0567 -2.6497 1.5525 0.284
N 0.3630 -1.8247 -0.9617 0.998
C 0.3870 -1.8117 -2.3001 -0.628
H -0.4911 -3.7007 -4.9691 0.429
H 0.7010 -2.4006 -4.9201 0.400
H -1.0196 -2.0204 -4.9089 0.278
H -1.4736 -4.5405 -2.8820 0.453
H -1.4903 -4.5533 -0.3948 0.571
H 0.9484 -1.0115 -2.7674 0.368
C 1.5020 1.5491 3.1196 -1.900
C 0.0231 1.2755 2.9118 0.193
C -0.4366 1.1049 1.4727 0.111
Sb -2.6085 1.2161 1.4154 0.755
C -3.1902 -0.3615 0.0856 0.072
C -2.7452 -0.4929 -1.2269 0.059
C -3.3431 -1.3914 -2.1006 -0.675
C -4.3934 -2.1917 -1.6790 -0.666
C -4.8526 -2.0740 -0.3766 -0.835
C -4.2654 -1.1603 0.4885 -0.313
C -2.9266 0.1446 3.2391 -0.503
C -2.8673 -1.2399 3.3894 0.386
C -2.9892 -1.8307 4.6370 -0.998
C -3.1773 -1.0422 5.7643 -0.478
C -3.2531 0.3353 5.6334 -0.764
C -3.1336 0.9186 4.3787 -0.342
Sb 2.8753 -0.0592 2.6832 0.922
C 2.0344 -1.5373 3.9792 -0.267
C 2.3843 -2.8761 3.7977 -0.569
C 1.8851 -3.8638 4.6327 -0.471
C 1.0272 -3.5284 5.6722 -0.606
C 0.6884 -2.1998 5.8772 -0.429
C 1.1925 -1.2125 5.0408 0.058
C 3.2805 -2.1124 -0.0709 1.223
C 4.5774 -1.6322 -0.2863 0.013
C 5.5985 -2.4758 -0.7028 -0.849
C 5.3458 -3.8227 -0.9046 -0.547
C 4.0708 -4.3271 -0.6864 -0.852
C 3.0529 -3.4798 -0.2782 -0.253
H 1.6811 1.8308 4.1607 0.601
H 1.8387 2.4001 2.5212 0.558
H -0.5528 2.1039 3.3464 0.447
H -0.2792 0.3975 3.4855 -0.154
H -0.0994 0.1378 1.0301 -0.615
H -0.1034 1.9069 0.8179 0.638
H -1.9613 0.1436 -1.6001 0.060
H -3.0001 -1.4483 -3.1270 0.613
H -4.8661 -2.8864 -2.3622 0.453
H -5.6845 -2.6770 -0.0354 0.439
H -4.6651 -1.0753 1.4922 0.567
H -2.7380 -1.8702 2.5197 0.661
H -2.9401 -2.9085 4.7306 0.430
H -3.2777 -1.5017 6.7394 0.456
H -3.4132 0.9562 6.5054 0.435
H -3.2045 1.9989 4.2990 0.396
H 3.0561 -3.1611 2.9929 0.396
H 2.1713 -4.8963 4.4757 0.433
H 0.6391 -4.2975 6.3273 0.410
H 0.0313 -1.9257 6.6925 0.432
H 0.9222 -0.1820 5.2372 0.313
H 4.8160 -0.5901 -0.1210 0.411
H 6.5918 -2.0758 -0.8601 0.441
H 6.1420 -4.4825 -1.2236 0.392
H 3.8709 -5.3809 -0.8325 0.446
H 2.0714 -3.9110 -0.1082 0.310
C 2.2340 1.0751 -0.6473 0.192
C 3.5062 1.2920 -1.3716 -0.088
C 3.6612 0.8616 -2.6893 -0.171
C 4.8770 0.9938 -3.3410 -0.792
C 5.9595 1.5646 -2.6857 -0.560
C 5.8111 2.0148 -1.3817 -0.671
C 4.5953 1.8825 -0.7292 -0.238
H 2.0700 1.8115 0.1493 0.360
H 1.3549 1.1580 -1.3093 -0.191
H 2.8208 0.4230 -3.2171 0.370
H 4.9785 0.6538 -4.3635 0.427
H 6.9097 1.6684 -3.1922 0.429
H 6.6457 2.4738 -0.8677 0.432
H 4.4944 2.2322 0.2925 0.447
C -4.7851 5.3868 -2.1751 -0.913
C -3.6007 5.6343 -1.2525 -0.862
N -2.7222 4.4870 -1.1055 -0.136
C -1.8324 4.0552 -2.0164 0.153
S -1.0619 2.5678 -1.7705 -0.262
N -1.5705 4.8407 -3.0667 -0.024
C -0.6429 4.5032 -4.1426 -0.709
C -1.2893 3.6535 -5.2232 -0.930
H -5.4026 6.2823 -2.2453 0.366
H -5.4066 4.5750 -1.7972 0.289
H -4.4656 5.1167 -3.1825 0.258
H -3.9402 5.8971 -0.2505 0.409
H -3.0098 6.4964 -1.5786 0.397
H -2.9536 3.7917 -0.4132 0.040
H -2.1224 5.6768 -3.1817 0.234
H 0.2052 3.9901 -3.6938 0.316
H -0.2786 5.4462 -4.5517 0.390
H -1.6413 2.7108 -4.8056 0.204
H -0.5667 3.4377 -6.0112 0.371
H -2.1352 4.1697 -5.6793 0.322
```

---

Entry 2:
# C45H51BrN4O13PRbS2

A molecular structure, C45H51BrN4O13PRbS2 (ωB97M-V with the def2-TZVPD basis set, OMol25).

## Properties
Calculated total energy in a.u.: -6678.08822
Molecular weight in g mol⁻¹: 1116.398
Frontier orbital gap in Eh: 0.2451
Charge: -2
ΔE to the lowest compared entry with this formula, charge and spin in kcal/mol: 14.4

Structure (XYZ):
```
118
Properties=species:S:1:pos:R:3:mulliken_charge:R:1
Rb -1.2364 -0.1388 0.5408 0.329
N 0.0364 2.1375 5.4134 -0.598
C 0.2886 2.6180 4.0543 -0.325
C -0.2175 1.6162 2.9827 0.758
O -0.0076 2.0966 1.7710 -0.656
O -0.8383 0.5663 3.3023 -0.766
H 0.7092 2.4139 6.1267 0.172
H -0.1831 1.1632 5.4927 0.234
H 1.3885 2.8884 3.9109 0.160
H -0.3150 3.5282 3.8801 0.181
O -3.6555 1.1915 1.9877 -0.261
S -5.0193 1.9076 1.8393 0.179
C -4.5440 3.6098 1.0874 -0.815
C -3.0807 3.8325 0.9459 0.003
C -2.6980 4.6270 -0.3794 -0.943
C -1.2577 5.0931 -0.3569 -1.078
S -0.1108 3.7626 -1.0461 0.747
O -1.0143 2.6140 -1.4199 -0.587
C 0.5641 4.3885 -2.6524 0.344
C 1.5389 5.3947 -2.6649 -0.508
C 1.7754 6.0663 -3.8606 -0.465
C 1.1885 5.6547 -5.0659 -0.518
C 0.3195 4.5144 -5.0123 -0.506
C -0.0375 3.9236 -3.7804 -0.299
C -5.5862 2.3147 3.5324 0.264
C -6.8517 2.7587 3.8286 -0.401
C -7.1894 3.0209 5.1484 -0.386
C -6.2723 2.8285 6.1770 -0.400
C -5.0618 2.2400 5.8704 -0.606
C -4.6821 2.0575 4.5363 -0.401
H -5.0715 4.3882 1.6488 0.452
H -5.0684 3.5172 0.1102 0.472
H -2.4718 2.9410 1.0152 0.021
H -2.8218 4.4294 1.8040 0.264
H -3.3288 5.5159 -0.4520 0.524
H -2.8632 3.9462 -1.2044 0.345
H -0.8881 5.3875 0.6313 0.481
H -1.0671 5.9294 -1.0252 0.470
H 2.2411 5.5122 -1.8646 0.404
H 2.5207 6.8562 -3.8606 0.337
H 1.5340 6.0672 -6.0323 0.325
H -0.0567 4.0772 -5.9492 0.365
H -0.8005 3.1391 -3.7019 0.350
H -7.5436 2.9301 2.9886 0.312
H -8.2224 3.2473 5.3864 0.340
H -6.5426 3.1674 7.1904 0.334
H -4.4229 1.8919 6.6789 0.394
H -3.6994 1.6406 4.2486 0.530
O -4.5871 -7.6659 -1.5587 -0.670
N -3.4377 -7.8946 -1.1320 0.999
O -2.8483 -8.9824 -1.1432 -0.667
C -2.7473 -6.8261 -0.5516 -0.367
C -1.4275 -6.9266 -0.1652 -0.181
C -0.8015 -5.8294 0.3157 -0.337
C -1.3391 -4.4668 0.3875 0.433
O -0.6330 -3.4192 0.4440 -0.323
C -2.7996 -4.5318 0.2251 -0.602
C -3.4173 -5.6202 -0.3503 0.045
N -3.7091 -3.4770 0.6693 1.077
O -4.8942 -3.5667 0.3729 -0.654
O -3.2639 -2.5791 1.4274 -0.553
N 0.4506 -6.0411 1.0275 0.986
O 0.9547 -5.1645 1.7524 -0.542
O 0.9687 -7.1799 0.9172 -0.686
H -0.9110 -7.8694 -0.1752 0.606
H -4.5079 -5.5625 -0.6517 0.469
Br 1.5585 -0.3376 -5.5728 -0.190
C -0.2714 -0.8492 -5.5338 -0.078
C -0.8244 -1.1147 -6.7553 -0.303
C -2.1536 -1.6212 -6.9057 -0.644
C -2.9209 -1.6381 -5.7582 -0.453
C -2.4199 -1.3385 -4.4669 -0.594
C -1.0706 -0.9124 -4.3504 0.619
C -0.6301 -0.5167 -2.9895 0.690
O -1.6653 -0.5347 -2.1483 -0.740
O 0.5268 -0.2184 -2.6102 -0.563
H -0.2722 -0.9504 -7.7065 0.292
H -2.5007 -1.9659 -7.8710 0.385
H -3.9842 -1.8748 -5.8307 0.316
H -3.0743 -1.3990 -3.6152 0.465
C 3.9721 1.1248 -1.2337 -1.873
C 4.4866 0.5187 0.0813 2.330
C 5.9403 -0.0123 -0.1785 -1.889
C 4.5084 1.6108 1.1627 -1.879
P 3.2059 -0.8941 0.5561 0.360
C 3.7546 -2.1939 -0.6030 0.829
C 3.0112 -2.2424 -1.8235 -0.778
C 3.4219 -3.1137 -2.8333 -0.480
C 4.4877 -3.9678 -2.6762 -0.732
C 5.1670 -3.9590 -1.4574 -0.690
C 4.8104 -3.1047 -0.4207 -0.292
C 3.5829 -1.5125 2.3382 2.921
C 3.0597 -2.9545 2.4001 -2.272
C 2.8378 -0.6745 3.3355 -2.239
C 5.0392 -1.4976 2.7151 -1.926
H 4.1946 2.1706 -1.2698 0.550
H 2.8622 1.1529 -1.3849 0.213
H 4.3815 0.6303 -2.1021 0.339
H 6.5534 0.9055 -0.2356 0.636
H 6.0082 -0.5034 -1.2116 0.188
H 6.2962 -0.5938 0.6425 0.227
H 4.8989 2.5101 0.6439 0.619
H 5.1335 1.4048 2.0247 0.290
H 3.4804 1.9143 1.4360 0.247
H 2.1664 -1.5998 -1.9895 0.667
H 2.9944 -3.0611 -3.8180 0.444
H 4.8155 -4.6313 -3.4647 0.357
H 5.9723 -4.6543 -1.2985 0.413
H 5.2986 -3.1985 0.5260 0.210
H 2.0800 -3.0260 1.8487 0.354
H 2.8618 -3.1931 3.4253 0.694
H 3.7257 -3.6874 1.9632 0.245
H 1.7713 -0.8141 3.2736 0.376
H 3.0579 0.3817 3.3231 0.281
H 3.1558 -1.1101 4.3199 0.518
H 5.6933 -1.9560 1.9760 0.138
H 5.1578 -2.0923 3.6281 0.566
H 5.4304 -0.4753 2.8832 0.237
```